Record 1
Molecular formula: C8H5Br2ClN2
Method: DFT, wB97M-V/def2-TZVPD

Each line ends with the Mulliken charge.
CARTESIAN COORDINATES (ANGSTROEM)
1 C -1.3806 -1.1076 -1.6946  -0.602
2 C -0.6496 -2.2391 -1.5938  -0.616
3 C -1.0182 0.1348 -1.0469  0.667
4 C 0.1238 -0.0089 -0.1377  0.338
5 C 0.5050 -2.1946 -0.7721  0.340
6 C 1.3885 1.2618 1.5530  0.481
7 C -1.7356 1.2564 -1.3713  -0.056
8 C 1.7996 1.6390 2.8706  -1.040
9 N 0.8336 -1.1621 -0.0787  -0.491
10 N 0.5942 0.8401 0.7753  -0.047
11 Cl 1.5144 -3.5842 -0.6429  -0.198
12 Br -1.3086 2.9406 -0.5805  -0.215
13 Br -3.2164 1.3382 -2.5374  -0.149
14 H -2.2767 -1.1112 -2.2961  0.300
15 H -0.9220 -3.1501 -2.0987  0.398
16 H 2.3331 0.7861 3.2949  0.293
17 H 0.9394 1.8658 3.5044  0.291
18 H 2.4761 2.4949 2.8524  0.306

Output
- lowest unoccupied orbital energy (spin up / spin down) (Ha) = -0.021 / -0.023
- Kohn-Sham gap (spin up / spin down) (eV) = 6.150 / 6.078
- multiplicity = 1


Record 2
Molecular formula: C8H5Br2NO2
Method: DFT, wB97M-V/def2-TZVPD

Each line ends with the Mulliken charge.
CARTESIAN COORDINATES (ANGSTROEM)
1 C 0.6396 -0.5809 -0.6255  -0.638
2 C 1.1129 0.0096 0.5739  -0.222
3 C -0.7048 -0.3460 -1.0061  -0.382
4 C 0.2915 0.8204 1.3257  -0.467
5 C -1.4501 0.6118 -0.3740  -0.396
6 C -0.9305 1.1926 0.8062  0.499
7 C -1.7239 2.0527 1.6990  0.607
8 C -2.3118 -1.3401 2.4764  0.051
9 N -1.2102 -1.7738 2.4127  0.484
10 O -1.3089 2.5990 2.6658  -0.480
11 O -0.0205 -1.8300 2.6099  -0.548
12 Br -3.4754 2.5318 1.0145  -0.223
13 Br -4.0390 -1.2312 1.8277  0.046
14 H 1.0651 -1.2862 -1.2172  0.480
15 H 2.1017 -0.2063 1.0825  0.291
16 H -1.0913 -0.8854 -1.8988  0.344
17 H 0.6893 1.1138 2.3463  0.277
18 H -2.5332 0.7187 -0.7250  0.279

Output
- lowest unoccupied orbital energy (Ha) = -0.019
- Kohn-Sham gap (eV) = 9.025
- multiplicity = 1
- structure (SMILES) = O=C(Br)c1ccccc1.[O-][N+]#CBr


Record 3
Molecular formula: C8H5BrO3S
Method: DFT, wB97M-V/def2-TZVPD

Each line ends with the Mulliken charge.
CARTESIAN COORDINATES (ANGSTROEM)
1 C 1.1003 -0.3223 -0.0728  -0.188
2 C 0.5323 -0.1582 1.1183  -0.664
3 C 0.3714 -0.1866 -1.1970  -0.567
4 C -0.8029 0.2628 1.2113  -0.357
5 C -1.0444 -0.0123 -1.1504  0.011
6 C -1.5734 0.2733 0.0906  0.329
7 C -2.9647 0.6335 0.1673  -0.347
8 C -4.1668 -0.1619 0.3092  0.470
9 O -5.2880 0.0259 0.5302  -0.404
10 O -4.7184 2.6636 0.2167  -0.478
11 O -2.2699 3.1984 0.0598  -0.479
12 S -3.3526 2.2797 0.1065  1.103
13 Br -3.5838 -1.9983 -0.3631  -0.245
14 H 2.2305 -0.6102 -0.0777  0.243
15 H 1.1390 -0.2836 1.9330  0.491
16 H 0.8554 -0.2375 -2.1921  0.324
17 H -1.2185 0.4258 2.1734  0.465
18 H -1.6643 0.0392 -2.1554  0.292

Output
- lowest unoccupied orbital energy (Ha) = -0.043
- Kohn-Sham gap (eV) = 8.541
- multiplicity = 1
- structure (SMILES) = O=C(Br)C(c1ccccc1)=S(=O)=O


Record 4
Molecular formula: C8H5Cl2IrNO3STl
Method: DFT, wB97M-V/def2-TZVPD

Each line ends with the Mulliken spin population.
CARTESIAN COORDINATES (ANGSTROEM)
1 Ir 2.2512 -2.9121 -3.4744  1.274
2 Tl -1.3080 0.3438 -2.1443  0.332
3 Cl 3.4459 -1.2477 -2.4303  0.650
4 Cl -0.6682 -2.1051 -1.6635  0.274
5 C -2.4508 -1.8032 -0.1162  0.033
6 C 3.8093 -3.1384 -4.4224  0.021
7 C 0.8241 -4.0713 -3.7683  -0.031
8 O -2.6755 -2.8330 0.3420  0.006
9 O 4.8610 -3.2126 -4.9359  -0.003
10 O -0.0354 -4.8449 -3.9604  0.033
11 S 0.8012 1.0732 -0.2003  0.994
12 C -0.0495 1.6674 1.1248  -0.051
13 N 0.2757 1.2638 2.4025  0.035
14 C -0.3104 1.7483 3.5402  0.154
15 C -1.3720 2.6221 3.3910  0.162
16 C -1.7436 3.0604 2.1054  -0.075
17 C -1.0551 2.6323 0.9797  0.176
18 H 1.0528 0.6100 2.4954  -0.001
19 H 0.0717 1.3828 4.4985  0.002
20 H -1.8738 3.0297 4.2721  0.001
21 H -2.5702 3.7653 2.0002  0.001
22 H -1.2803 2.9693 -0.0360  0.012

Output
- lowest unoccupied orbital energy (spin up / spin down) (Ha) = -0.616 / -0.692
- Kohn-Sham gap (spin up / spin down) (eV) = 6.426 / 4.081
- multiplicity = 5
- <S²> = 6.06
- total charge = +4


Record 5
Molecular formula: C8H5FN2O2
Method: DFT, wB97M-V/def2-TZVPD

Each line ends with the Mulliken charge.
CARTESIAN COORDINATES (ANGSTROEM)
1 C -2.2287 1.3777 -0.7435  0.103
2 C 2.5801 0.0277 0.1331  -0.308
3 C 1.7135 0.8726 0.8846  -0.459
4 C 2.0429 -0.9117 -0.7527  -0.440
5 C 0.3272 0.8002 0.7037  -0.616
6 C 0.6559 -0.9869 -1.0379  -0.521
7 C -0.1113 -0.1338 -0.2811  0.348
8 C -1.6057 -0.0514 -0.4530  0.825
9 N -2.6249 2.4279 -0.8868  -0.367
10 N -2.2328 -0.5921 0.8147  0.984
11 O -2.3886 0.1741 1.7517  -0.528
12 O -2.3951 -1.7846 0.7613  -0.555
13 F -2.1281 -0.8844 -1.4096  -0.320
14 H 3.7101 0.0788 0.4134  0.274
15 H 2.1587 1.5124 1.6985  0.300
16 H 2.8575 -1.5206 -1.0866  0.360
17 H -0.4575 1.2353 1.2531  0.493
18 H 0.1267 -1.6413 -1.7631  0.427

Output
- lowest unoccupied orbital energy (Ha) = -0.021
- Kohn-Sham gap (eV) = 9.670
- multiplicity = 1
- structure (SMILES) = N#C[C@@](F)(c1ccccc1)[N+](=O)[O-]


Record 6
Molecular formula: C8H5FO2
Method: DFT, wB97M-V/def2-TZVPD

Each line ends with the Mulliken charge.
CARTESIAN COORDINATES (ANGSTROEM)
1 C -0.8194 2.2639 -1.5321  -0.727
2 C -1.1938 1.0383 -1.1715  -0.382
3 C -0.3186 0.1362 -0.4190  0.763
4 C 1.0088 0.2527 -0.3175  -0.452
5 C 1.7872 -0.7147 0.5108  0.049
6 O 2.9499 -0.9561 0.2874  -0.521
7 C 1.0552 -1.3678 1.6333  -0.508
8 C -0.2560 -1.4920 1.5206  0.487
9 F -1.0235 -2.0444 2.4432  -0.265
10 C -0.9540 -1.0391 0.2677  0.325
11 O -1.9171 -1.6194 -0.1697  -0.499
12 H 0.0239 2.7386 -1.0415  0.265
13 H -1.3484 2.8200 -2.2941  0.257
14 H -2.1978 0.6870 -1.3837  0.361
15 H 1.5851 1.0195 -0.8203  0.411
16 H 1.6184 -1.7226 2.4865  0.435

Output
- lowest unoccupied orbital energy (Ha) = -0.050
- Kohn-Sham gap (eV) = 8.350
- multiplicity = 1
- structure (SMILES) = C=CC1=CC(=O)C=C(F)C1=O


Q: multiplicity of number 3 (C8H5BrO3S)?
A: 1


Q: Which formula does entry 1 have?
A: C8H5Br2ClN2


Q: Which value of multiplicity does entry 4 give?
A: 5